(1)
{"formula": "C9H18OPPt", "method": "the ωB97M-V functional and the def2-TZVPD basis", "species": ["C", "C", "C", "C", "C", "Pt", "P", "H", "H", "H", "H", "H", "H", "H", "H", "C", "C", "O", "C", "C", "H", "H", "H", "H", "H", "H", "H", "H", "H", "H"], "positions_angstrom": [[0.8172, -0.3145, -2.5716], [1.2276, 0.7917, -3.3821], [0.2263, 1.8080, -3.2670], [-0.7777, 1.3589, -2.3484], [-0.4296, 0.0571, -1.9379], [1.0842, -2.2257, 0.6180], [0.9534, -4.3624, 0.6957], [1.3133, -1.2532, -2.3610], [2.1262, 0.8252, -4.0183], [0.2089, 2.7590, -3.8040], [-1.0182, -0.5771, -1.2750], [-1.6394, 1.9401, -2.0115], [1.0498, -4.8573, 2.0303], [1.8021, -5.2872, 0.0304], [-0.3092, -4.8991, 0.2916], [-2.2887, 2.0662, 1.0725], [-0.7687, 2.0142, 1.0352], [-0.2694, 0.7170, 0.6748], [-0.0239, -0.1988, 1.7417], [1.3731, -0.0863, 2.2846], [-2.7220, 1.5728, 0.1873], [-2.6171, 3.1158, 1.0965], [-2.6602, 1.5642, 1.9822], [-0.4058, 2.6882, 0.2520], [-0.3522, 2.3406, 2.0009], [-0.8180, -0.1583, 2.5109], [-0.1974, -1.2037, 1.1856], [1.5475, 0.9399, 2.6226], [1.4577, -0.7558, 3.1465], [2.1101, -0.3794, 1.5176]], "mulliken_spin": [0.518, 0.389, 0.373, 0.342, 0.350, 1.743, 0.160, 0.059, 0.014, 0.017, -0.076, 0.029, 0.029, 0.018, 0.007, -0.005, 0.008, -0.247, 0.422, -0.172, 0.001, -0.001, 0.002, 0.005, 0.005, -0.008, -0.110, -0.002, 0.015, 0.116], "gap_ev": [5.6, 5.2], "s2": 6.01, "multiplicity": 5, "charge": 1, "homo_ha": [-0.2881, -0.4414]}



(2)
{"formula": "C15H21N6O6S", "method": "the ωB97M-V functional and the def2-TZVPD basis", "species": ["O", "O", "O", "O", "O", "O", "C", "C", "C", "C", "C", "C", "C", "C", "C", "C", "C", "N", "N", "N", "N", "N", "N", "C", "C", "C", "C", "S", "H", "H", "H", "H", "H", "H", "H", "H", "H", "H", "H", "H", "H", "H", "H", "H", "H", "H", "H", "H", "H"], "positions_angstrom": [[-1.1327, 3.8164, 4.7373], [0.7779, 1.3886, 2.5207], [5.3815, -3.2005, -7.3833], [-1.5443, -1.9551, -4.5652], [-0.1006, -1.2403, -2.7536], [4.5146, -5.1646, -7.0156], [-1.7809, 2.9857, 5.3561], [0.2475, 1.3236, 3.6220], [-0.9715, 1.4498, 0.2126], [-1.8176, 1.0113, 1.1942], [-1.7181, -0.5597, -0.3519], [3.3822, -1.9404, -5.9929], [2.2660, -4.0789, -5.8914], [2.2902, -1.3372, -5.3646], [1.1678, -3.4785, -5.2755], [3.3945, -3.3236, -6.2755], [1.1696, -2.1037, -5.0160], [-0.9168, 0.4517, -0.7389], [1.0600, 1.3463, 4.6871], [-1.9212, 1.7204, 4.9464], [-0.3436, 0.1960, -4.7755], [4.4940, -3.9317, -6.9298], [-2.2823, -0.2393, 0.8274], [-2.4576, 3.3623, 6.6539], [0.7861, 1.1032, 6.1053], [-2.0760, 1.7144, 2.5049], [-1.3022, 1.1600, 3.7278], [-0.2620, -1.3595, -4.2041], [-0.3716, 2.3539, 0.2503], [-1.8272, -1.5031, -0.8828], [4.2344, -1.3194, -6.2598], [2.2271, -5.1483, -6.0861], [2.3280, -0.2707, -5.1505], [0.3095, -4.0927, -5.0066], [-0.2810, 0.3943, -1.5366], [2.0226, 1.5230, 4.4403], [-2.4755, 1.1127, 5.5290], [-0.1674, 0.1398, -5.7704], [-1.2997, 0.4861, -4.6176], [-2.9096, -0.8200, 1.3693], [-3.5354, 3.2494, 6.5536], [-2.0891, 2.7293, 7.4588], [-2.2265, 4.4027, 6.8833], [1.7059, 0.7889, 6.6037], [0.0422, 0.3155, 6.2291], [0.4430, 2.0228, 6.5835], [-3.1476, 1.6649, 2.7033], [-1.8215, 2.7703, 2.3852], [-1.4649, 0.0839, 3.7585]], "nbo_charge": [-0.619, -0.651, -0.346, -0.922, -0.990, -0.345, 0.673, 0.680, -0.014, 0.147, 0.247, -0.175, -0.182, -0.201, -0.178, 0.130, -0.306, -0.461, -0.591, -0.627, -1.045, 0.478, -0.474, -0.713, -0.411, -0.441, -0.114, 2.251, 0.270, 0.267, 0.262, 0.265, 0.248, 0.256, 0.483, 0.417, 0.405, 0.401, 0.413, 0.449, 0.233, 0.227, 0.257, 0.224, 0.197, 0.203, 0.233, 0.274, 0.217], "gap_ev": 8.5, "multiplicity": 1, "charge": 1, "homo_ha": -0.4444}



(3)
{"formula": "C33H65N2O5S", "method": "the ωB97M-V functional and the def2-TZVPD basis", "species": ["C", "C", "C", "C", "C", "S", "C", "C", "C", "C", "C", "C", "C", "C", "C", "C", "C", "C", "N", "C", "C", "C", "C", "C", "C", "C", "C", "N", "O", "H", "H", "H", "H", "H", "H", "H", "H", "H", "H", "H", "H", "H", "H", "H", "H", "H", "H", "H", "H", "H", "H", "H", "H", "H", "H", "H", "H", "H", "H", "H", "H", "H", "H", "H", "H", "H", "H", "H", "H", "H", "H", "H", "H", "H", "C", "O", "C", "C", "O", "C", "H", "H", "H", "H", "H", "H", "H", "H", "H", "H", "C", "O", "C", "C", "O", "C", "H", "H", "H", "H", "H", "H", "H", "H", "H", "H"], "positions_angstrom": [[6.4672, -0.0630, 1.0738], [5.3191, 0.9373, 0.9658], [4.1232, 0.3587, 1.7475], [4.8260, 1.1482, -0.4690], [5.6251, 2.1009, -1.3535], [7.2140, 1.3447, -1.8675], [4.8791, 2.4294, -2.6587], [3.4619, 3.0093, -2.6376], [3.3480, 4.5278, -2.5830], [1.8863, 5.0092, -2.7165], [1.2322, 5.3763, -1.3869], [0.4098, 4.2306, -0.7600], [-1.0757, 4.5531, -0.6282], [-1.9988, 3.3272, -0.5177], [-2.6919, 3.2256, 0.8278], [-3.4530, 1.9133, 1.0114], [-4.9049, 2.0710, 0.5922], [-5.6625, 0.7857, 0.2324], [-5.8057, 0.6059, -1.2051], [-4.7894, 0.4588, -2.1016], [-5.3356, 0.3544, -3.3626], [-6.7272, 0.4340, -3.2275], [-6.9853, 0.5803, -1.8780], [6.0570, 3.3561, -0.5507], [5.4932, 3.4798, 0.8603], [4.0105, 3.8599, 0.9102], [6.2612, 4.6088, 1.5527], [5.6998, 2.2263, 1.6342], [6.7532, 2.1781, 2.3499], [6.5430, -0.4406, 2.0803], [6.2261, -0.8966, 0.4212], [7.4088, 0.3405, 0.7409], [3.4571, 1.1730, 2.0172], [4.4420, -0.1329, 2.6541], [3.5412, -0.3073, 1.1219], [4.8340, 0.1611, -0.9185], [3.7859, 1.4489, -0.4387], [6.7143, 0.3345, -2.5808], [4.8182, 1.4930, -3.2068], [5.5063, 3.0921, -3.2441], [2.8354, 2.5670, -1.8699], [3.0098, 2.7226, -3.5837], [3.9541, 4.9622, -3.3715], [3.7314, 4.9087, -1.6461], [1.3128, 4.2225, -3.1932], [1.8869, 5.8860, -3.3529], [1.9873, 5.6953, -0.6798], [0.5697, 6.2262, -1.5064], [0.7843, 4.0006, 0.2337], [0.5406, 3.3298, -1.3518], [-1.2119, 5.1524, 0.2666], [-1.3719, 5.1617, -1.4758], [-2.7259, 3.3684, -1.3231], [-1.4126, 2.4241, -0.6680], [-1.9339, 3.3135, 1.6019], [-3.3770, 4.0598, 0.9434], [-2.9584, 1.1334, 0.4406], [-3.4182, 1.6046, 2.0506], [-4.9614, 2.7185, -0.2760], [-5.4582, 2.5604, 1.3866], [-6.6617, 0.8418, 0.6376], [-5.1758, -0.0901, 0.6497], [-3.7533, 0.4216, -1.8419], [-4.7542, 0.2337, -4.2547], [-7.4518, 0.3829, -4.0138], [-7.9306, 0.6839, -1.3889], [7.1382, 3.3539, -0.4517], [5.8167, 4.2433, -1.1212], [3.6040, 3.5294, 1.8593], [3.8911, 4.9264, 0.8171], [3.4300, 3.3555, 0.1506], [7.3290, 4.5096, 1.4336], [5.9717, 5.5375, 1.0708], [5.9871, 4.6834, 2.5953], [-7.0300, -4.5412, -0.9185], [-5.9254, -4.2677, -1.7576], [-5.2731, -3.0422, -1.4575], [-3.9976, -3.2846, -0.6857], [-4.2594, -3.8077, 0.6075], [-4.1085, -5.2174, 0.6899], [-7.3443, -5.5647, -1.1160], [-6.7673, -4.4475, 0.1382], [-7.8652, -3.8679, -1.1423], [-5.9393, -2.3731, -0.9037], [-5.0373, -2.5580, -2.4095], [-3.4652, -2.3357, -0.5556], [-3.3508, -3.9619, -1.2523], [-3.0585, -5.5128, 0.6211], [-4.6780, -5.7184, -0.0967], [-4.4910, -5.5315, 1.6587], [-0.5842, -5.8023, 2.0882], [-1.5195, -6.8547, 2.2131], [-1.0252, -8.1036, 1.7559], [-0.6113, -8.9966, 2.9012], [0.5112, -8.4772, 3.5932], [0.1835, -7.8397, 4.8131], [-0.9868, -4.9404, 2.6182], [0.3813, -6.0706, 2.5218], [-0.4417, -5.5306, 1.0352], [-0.1830, -7.9573, 1.0731], [-1.8316, -8.5924, 1.1995], [-0.3270, -9.9750, 2.5013], [-1.4530, -9.1409, 3.5851], [-0.1300, -8.5728, 5.5644], [-0.6099, -7.0996, 4.6809], [1.0814, -7.3378, 5.1681]], "mulliken_spin": [0.019, -0.004, 0.014, 0.026, -0.027, 0.000, 0.004, -0.002, 0.000, 0.000, 0.000, 0.000, 0.000, 0.000, 0.000, 0.000, 0.000, 0.000, 0.000, 0.000, 0.000, 0.000, 0.000, 0.039, -0.011, 0.047, -0.013, 0.383, 0.538, -0.004, 0.000, 0.004, 0.002, -0.006, 0.001, -0.004, 0.005, 0.000, 0.000, -0.001, 0.001, 0.000, 0.000, 0.000, 0.000, 0.000, 0.000, 0.000, 0.000, 0.000, 0.000, 0.000, 0.000, 0.000, 0.000, 0.000, 0.000, 0.000, 0.000, 0.000, 0.000, 0.000, 0.000, 0.000, 0.000, 0.000, -0.002, 0.003, -0.008, 0.002, -0.006, 0.003, 0.000, 0.000, 0.000, 0.000, 0.000, 0.000, 0.000, 0.000, 0.000, 0.000, 0.000, 0.000, 0.000, 0.000, 0.000, 0.000, 0.000, 0.000, 0.000, 0.000, 0.000, 0.000, 0.000, 0.000, 0.000, 0.000, 0.000, 0.000, 0.000, 0.000, 0.000, 0.000, 0.000, 0.000], "gap_ev": [8.4, 8.6], "s2": 0.75, "multiplicity": 2, "homo_ha": [-0.2952, -0.3032]}



(4)
{"formula": "C5H8N2", "method": "the ωB97M-V functional and the def2-TZVPD basis", "species": ["C", "C", "C", "N", "H", "H", "H", "H", "H", "C", "C", "N", "H", "H", "H"], "positions_angstrom": [[0.9023, -1.1309, 1.2012], [-0.1376, -0.0864, 1.3171], [-1.2765, 0.4491, 1.5292], [-0.2337, 1.3827, 0.9693], [0.4560, -2.1315, 1.1320], [1.4764, -0.9325, 0.2879], [1.5763, -1.0980, 2.0699], [-2.3323, 0.4745, 1.7423], [0.1602, 1.9407, 1.7394], [0.5576, -0.4388, -2.3132], [-0.4170, 0.4039, -2.0445], [-1.3142, 1.2144, -1.8509], [0.3854, -1.5094, -2.3566], [1.5339, -0.0346, -2.5588], [-1.3367, 1.4968, -0.8642]], "nbo_charge": [-0.672, 0.178, -0.106, -0.667, 0.238, 0.252, 0.235, 0.232, 0.321, -0.697, 0.437, -0.637, 0.239, 0.242, 0.405], "gap_ev": 9.4, "multiplicity": 1, "relative_energy_ev": 4.7798, "homo_ha": -0.3125}



(5)
{"formula": "C2H4O4PmS", "method": "the ωB97M-V functional and the def2-TZVPD basis", "species": ["Pm", "S", "O", "O", "O", "O", "C", "C", "H", "H", "H", "H"], "positions_angstrom": [[0.8423, 1.5341, -1.3253], [-1.8026, 0.2628, -1.8877], [-2.9968, 1.1444, -2.0801], [-0.6162, 0.8283, -2.7678], [-1.1424, 0.6907, -0.4366], [1.4253, 0.4868, 0.6013], [0.0970, -0.4278, 1.2614], [1.4844, -0.8612, 0.9955], [-0.6277, 0.1670, 1.8260], [-0.3901, -1.3261, 1.6597], [1.6039, -1.6696, 0.2662], [2.1228, -0.8294, 1.8874]], "mulliken_spin": [4.042, 0.001, 0.001, -0.020, -0.005, -0.136, 0.142, -0.007, -0.004, -0.035, 0.003, 0.016], "gap_ev": [6.7, 7.0], "s2": 6.10, "multiplicity": 5, "charge": 1, "homo_ha": [-0.4681, -0.4686]}



(6)
{"formula": "C5H5FLiNaO4", "method": "the ωB97M-V functional and the def2-TZVPD basis", "species": ["H", "O", "O", "O", "C", "C", "C", "H", "C", "C", "O", "Na", "Li", "F", "H", "H", "H"], "positions_angstrom": [[0.5942, -0.0922, -1.2689], [1.0591, 0.0357, 0.7199], [3.0746, -0.5807, 0.1825], [2.7948, 1.2251, 1.5178], [0.9011, -0.7648, -0.4584], [2.2176, -1.3564, -0.5715], [2.3687, 0.2879, 0.9198], [2.6560, -1.8959, -1.4051], [-2.0503, 1.4263, -0.7056], [-2.0655, 0.1045, -0.2911], [-1.8801, -0.0638, 1.0286], [-3.0957, -1.7169, 2.3137], [-0.4754, 1.1053, 1.4827], [-1.0893, 2.2130, -0.0853], [-2.3754, 1.8299, -1.6609], [-0.3812, -1.1978, -0.5669], [-2.2532, -0.5592, -1.1513]], "mulliken_spin": [0.087, 0.008, 0.051, 0.023, -0.124, 0.824, 0.011, 0.019, -0.005, 0.012, 0.005, 0.000, 0.001, 0.001, 0.000, 0.087, -0.001], "gap_ev": [6.7, 6.9], "s2": 0.75, "multiplicity": 2, "charge": 1, "relative_energy_ev": 2.0553, "homo_ha": [-0.4122, -0.4194]}



(7)
{"formula": "C26H39ClN3O2SSi2", "method": "the ωB97M-V functional and the def2-TZVPD basis", "species": ["C", "C", "N", "C", "C", "C", "C", "C", "C", "C", "N", "C", "C", "C", "C", "C", "C", "O", "Cl", "C", "C", "C", "C", "O", "C", "S", "H", "H", "H", "H", "H", "H", "H", "H", "H", "H", "H", "H", "H", "H", "H", "H", "H", "H", "H", "H", "H", "C", "Si", "C", "C", "N", "Si", "C", "C", "C", "H", "H", "H", "H", "H", "H", "H", "H", "H", "H", "H", "H", "H", "H", "H", "H", "H", "H"], "positions_angstrom": [[-1.6860, 2.3196, -2.8218], [-2.5359, 1.1991, -2.0470], [-3.8174, 1.0881, -2.3550], [-1.9879, 0.2331, -0.9013], [-1.3019, 1.0209, 0.3332], [-1.6513, 2.5267, 0.4964], [-1.0353, 3.2844, 1.7078], [-0.1204, 2.4930, 2.6740], [0.2888, 1.0015, 2.5315], [-0.3377, 0.2360, 1.3017], [1.1696, 0.2761, 3.4718], [2.3192, 1.0764, 3.9264], [3.7350, 0.3929, 4.0806], [4.9685, 1.2364, 4.5553], [4.8948, 2.7713, 4.8680], [6.1771, 3.6313, 5.3473], [6.5479, 3.3717, 6.8924], [7.2542, 2.4058, 7.2925], [5.9949, 4.5243, 8.2395], [3.5023, 3.4447, 4.7331], [3.2145, 5.0185, 5.0117], [3.1094, 5.7405, 3.5590], [4.2794, 5.1790, 2.5754], [3.1654, 7.1894, 3.6556], [2.2771, 2.5993, 4.2930], [0.5963, 3.4058, 4.1384], [-1.7495, 2.0542, -3.9466], [-0.5945, 2.3841, -2.4664], [-2.2156, 3.3460, -2.7344], [-4.0423, 1.7904, -3.0835], [-2.9051, -0.3038, -0.4395], [-1.3188, -0.5972, -1.3134], [-2.3326, 3.1267, -0.1942], [-1.2084, 4.3912, 1.9420], [-0.1358, -0.8774, 1.0963], [1.5189, -0.5613, 2.9616], [3.8935, -0.7293, 3.8670], [5.9705, 0.7121, 4.6803], [7.1192, 3.4025, 4.7402], [5.9787, 4.7662, 5.2540], [4.0551, 5.4891, 5.6248], [2.2257, 5.1257, 5.6025], [2.1185, 5.4823, 3.0179], [4.4028, 5.9512, 1.7332], [4.0293, 4.1614, 2.1265], [5.2806, 5.1901, 3.1567], [2.9036, 7.5114, 2.7556], [-4.4870, -1.8744, -4.5509], [-3.3744, -3.3094, -4.0234], [-3.5123, -3.4487, -2.1525], [-1.6103, -2.8249, -4.4626], [-3.9013, -4.7331, -4.8413], [-3.1176, -6.2508, -4.6039], [-3.2105, -6.8532, -2.8247], [-1.3145, -6.2346, -5.1398], [-3.9950, -7.5467, -5.6683], [-4.1775, -0.9532, -4.0461], [-4.4235, -1.7111, -5.6304], [-5.5281, -2.0743, -4.2876], [-3.3860, -2.4628, -1.6888], [-2.7405, -4.1018, -1.7382], [-4.4916, -3.8343, -1.8607], [-1.4604, -2.8361, -5.5447], [-0.8807, -3.4932, -3.9999], [-1.3955, -1.8108, -4.1028], [-2.5424, -6.2871, -2.1713], [-2.9079, -7.9050, -2.7653], [-4.2291, -6.7733, -2.4380], [-1.2068, -5.7887, -6.1316], [-0.9240, -7.2572, -5.1854], [-0.6892, -5.6796, -4.4367], [-3.9452, -7.2751, -6.7253], [-5.0442, -7.6376, -5.3776], [-3.5188, -8.5242, -5.5425]], "mulliken_charge": [-1.273, 0.628, -0.690, -0.558, 0.351, -0.498, -0.582, 0.352, 0.260, -0.654, -0.267, 0.398, -0.688, -0.522, 0.364, -0.570, 0.415, -0.481, -0.210, -0.045, -1.284, 0.583, -0.910, -0.571, 0.485, -0.235, 0.417, 0.290, 0.325, 0.242, 0.290, 0.389, 0.248, 0.286, 0.223, 0.348, 0.201, 0.337, 0.407, 0.291, 0.245, 0.386, 0.100, 0.439, 0.242, 0.063, 0.371, -0.755, 0.034, -0.637, -1.015, -0.202, 0.165, -1.063, -1.066, -1.030, 0.045, 0.275, 0.260, -0.013, 0.296, 0.288, 0.275, 0.315, 0.297, 0.311, 0.361, 0.242, 0.239, 0.361, 0.315, 0.245, 0.247, 0.274], "gap_ev": 4.3, "multiplicity": 1, "charge": -1, "homo_ha": -0.1188}



(8)
{"formula": "C3H9ClNOP", "method": "the ωB97M-V functional and the def2-TZVPD basis", "species": ["C", "C", "C", "N", "O", "P", "Cl", "H", "H", "H", "H", "H", "H", "H", "H", "H"], "positions_angstrom": [[2.3081, -0.9529, -1.2991], [2.3082, -0.4812, 1.0757], [-4.0837, 0.3122, 0.4489], [1.8483, -0.3307, -0.1240], [0.0471, 1.2868, 1.2105], [0.2113, 0.8732, -0.1841], [1.5503, 2.3312, -0.9367], [1.5473, -0.8158, -2.0555], [3.1768, -0.4319, -1.7370], [2.4078, -2.0486, -1.0973], [3.2761, -0.9501, 1.3238], [-4.3631, -0.5688, 1.0377], [1.6636, -0.1225, 1.7839], [-4.6830, 1.2228, 0.4818], [-3.1019, 0.6487, 0.6496], [-4.1134, 0.0275, -0.5782]], "nbo_charge": [-0.457, 0.051, -0.855, -0.465, -1.105, 1.319, -0.435, 0.227, 0.239, 0.219, 0.186, 0.214, 0.221, 0.215, 0.219, 0.206], "gap_ev": 8.7, "multiplicity": 1, "relative_energy_ev": 1.0702, "homo_ha": -0.3352}